# 1
The following is a DFT calculation (ωB97M-V/def2-TZVPD) of a structure of composition C24H28GeIN2O2SZn.

Values from the calculation:
LUMO level = 2.326 eV
HOMO-LUMO gap = 6.96 eV
HOMO level = -0.1703 Eh
net charge = -1

Last column: Mulliken charge in e.
Element x y z (Å)
Zn 0.609 0.155 0.264  1.24
C 0.087 2.254 4.348  -1.01
C -0.693 0.988 4.176  0.80
N -1.621 0.690 5.047  -0.71
C -2.325 -0.454 4.886  -0.84
C -2.114 -1.329 3.856  0.45
C -2.932 -2.589 3.804  -0.81
O -2.167 -3.763 4.100  -0.54
C -1.117 -1.031 2.888  -0.33
C -0.870 -1.990 1.835  0.35
N -0.098 -1.814 0.833  -0.02
C 0.029 -2.839 -0.123  -0.84
C -0.874 -2.894 -1.182  0.30
C -0.720 -3.832 -2.191  -0.77
C 0.346 -4.717 -2.157  -0.56
C 1.252 -4.667 -1.108  -0.33
C 1.098 -3.733 -0.094  0.28
I 2.475 -3.666 1.468  0.07
C -0.377 0.166 3.026  0.47
O 0.553 0.567 2.246  -1.28
H -0.210 2.738 5.275  0.38
H -0.089 2.927 3.506  0.10
H 1.159 2.049 4.351  0.30
H -3.089 -0.656 5.629  0.32
H -3.372 -2.737 2.815  0.33
H -3.754 -2.508 4.520  0.34
H -1.378 -3.482 4.573  0.39
H -1.384 -2.949 1.931  0.57
H -1.676 -2.168 -1.207  0.42
H -1.427 -3.860 -3.010  0.37
H 0.483 -5.441 -2.949  0.38
H 2.091 -5.349 -1.078  0.35
C -0.032 3.202 -2.976  -0.79
Ge -0.478 2.918 -1.086  0.20
C -1.979 4.125 -0.649  -1.26
C 1.051 3.523 -0.007  -0.89
C -0.909 1.065 -0.718  -1.12
H 0.228 4.245 -3.169  0.37
H -0.883 2.936 -3.606  0.34
H 0.813 2.575 -3.263  0.01
H -1.718 5.169 -0.837  0.35
H -2.246 4.023 0.405  0.33
H -2.857 3.874 -1.247  0.36
H 1.235 4.592 -0.129  0.41
H 1.951 2.974 -0.295  0.24
H 0.869 3.316 1.051  0.13
H -1.175 0.564 -1.654  0.43
H -1.792 1.033 -0.069  0.60
S 2.795 -0.116 -0.450  -0.54
C 2.606 0.231 -2.174  -0.01
C 1.615 -0.378 -2.951  0.12
C 1.509 -0.123 -4.309  -0.64
C 2.391 0.748 -4.936  -0.45
C 3.373 1.369 -4.176  -0.53
C 3.475 1.119 -2.814  -0.51
H 0.927 -1.066 -2.475  0.26
H 0.728 -0.611 -4.882  0.35
H 2.307 0.950 -5.996  0.34
H 4.063 2.062 -4.643  0.33
H 4.236 1.614 -2.224  0.37

Atomic forces in eV per Å
0.027 0.070 -0.128
-0.016 0.014 0.000
-0.035 0.028 0.064
0.048 0.049 -0.001
-0.020 -0.045 -0.011
-0.014 0.019 0.018
-0.005 0.010 0.049
0.022 -0.012 -0.089
-0.073 -0.112 0.022
-0.144 -0.106 0.104
0.065 0.092 0.000
0.045 0.005 -0.046
0.000 -0.025 -0.001
-0.014 0.022 0.002
0.013 -0.015 -0.008
0.040 -0.026 0.010
-0.018 0.040 -0.041
-0.030 -0.012 -0.007
0.214 0.085 -0.089
-0.119 -0.028 0.052
0.003 0.005 0.000
0.007 -0.009 0.002
-0.001 -0.008 0.000
0.000 0.006 0.004
0.003 -0.039 0.016
-0.007 0.031 0.003
-0.025 0.006 0.036
0.021 -0.004 -0.008
-0.003 0.002 -0.001
0.000 0.005 0.003
0.001 -0.002 0.006
-0.007 -0.007 -0.002
-0.022 -0.017 -0.029
0.035 0.022 0.032
-0.019 -0.008 0.009
0.000 -0.011 0.012
0.031 -0.034 0.040
-0.001 0.000 0.015
0.014 0.006 -0.010
0.024 -0.017 -0.014
0.003 -0.002 -0.003
-0.005 0.003 -0.005
-0.002 0.004 0.003
-0.010 -0.002 -0.008
-0.004 0.000 -0.002
0.004 0.004 -0.011
0.021 0.017 -0.012
0.006 -0.011 -0.002
-0.029 0.015 -0.024
-0.061 0.038 0.035
0.008 -0.039 0.004
0.017 0.021 -0.014
-0.025 0.001 0.022
-0.008 0.000 -0.008
0.042 -0.014 0.018
-0.001 -0.015 -0.002
0.003 0.002 -0.001
0.000 -0.002 0.000
0.000 0.001 0.000
0.001 -0.003 -0.007

# 2
The following is a DFT calculation (ωB97M-V/def2-TZVPD) of a structure of composition C24H28IN4O3SY in a non-equilibrium geometry.

Values from the calculation:
LUMO level = -0.347 eV
HOMO-LUMO gap = 7.30 eV
HOMO level = -0.2811 Eh

Last column: Mulliken charge in e.
Element x y z (Å)
Y 0.939 1.771 -2.437  1.33
C 0.319 -2.282 -4.076  -1.47
C 0.766 -1.331 -2.996  0.57
O 0.390 -0.107 -3.146  -0.38
C 1.502 -1.786 -1.925  -1.02
C 2.034 -0.952 -0.899  1.06
C 2.750 -1.582 0.259  -1.35
N 1.906 0.351 -0.956  0.19
N 2.471 1.060 0.112  -0.82
C 2.179 2.326 0.106  0.62
O 1.389 2.907 -0.767  -0.87
C 2.743 3.152 1.204  0.46
C 3.017 2.576 2.443  -0.31
C 3.502 3.359 3.478  -0.76
C 3.727 4.715 3.279  -0.36
C 3.481 5.284 2.038  -0.62
C 2.980 4.508 1.004  -0.35
H 1.007 -2.213 -4.921  0.41
H -0.665 -1.978 -4.434  0.31
H 0.293 -3.316 -3.737  0.37
H 1.726 -2.842 -1.870  0.33
H 2.868 -2.654 0.117  0.40
H 2.201 -1.394 1.184  0.20
H 3.726 -1.113 0.384  0.33
H 2.828 1.522 2.579  0.39
H 3.690 2.912 4.445  0.38
H 4.078 5.330 4.098  0.38
H 3.669 6.337 1.878  0.40
H 2.777 4.946 0.036  0.41
C -3.489 -3.195 -0.834  -1.02
C -2.438 -2.679 -1.816  -0.67
C -2.312 -1.163 -1.819  -0.65
N -1.700 -0.716 -0.571  0.42
C -1.356 0.538 -0.335  -0.18
S -1.690 1.766 -1.448  -0.35
N -0.754 0.862 0.856  0.32
C -0.613 0.146 2.050  0.02
O 0.246 0.461 2.836  -0.53
C -1.606 -0.923 2.370  0.00
C -2.973 -0.692 2.222  0.33
C -3.884 -1.613 2.711  -0.75
C -3.442 -2.767 3.343  -0.43
C -2.081 -3.002 3.483  -0.72
C -1.165 -2.077 3.012  -0.23
H -3.564 -4.281 -0.893  0.43
H -4.469 -2.775 -1.068  0.31
H -3.247 -2.934 0.199  0.06
H -2.702 -2.998 -2.825  0.47
H -1.460 -3.112 -1.581  0.26
H -3.288 -0.684 -1.925  0.51
H -1.696 -0.821 -2.650  0.15
H -1.447 -1.428 0.098  0.29
H -0.249 1.740 0.839  0.19
H -3.322 0.218 1.748  0.42
H -4.945 -1.421 2.611  0.42
H -4.157 -3.473 3.743  0.41
H -1.733 -3.895 3.985  0.42
H -0.102 -2.234 3.145  0.44
I -0.420 2.234 -5.617  -0.12
C 0.588 3.376 -4.027  -1.23
H -0.178 4.106 -3.746  0.33
H 1.356 3.927 -4.574  0.42

Atomic forces in eV per Å
-1.552 0.311 -1.150
0.022 0.064 0.039
-0.151 -0.360 0.066
0.231 -1.634 -0.419
-0.001 -0.006 -0.120
0.070 0.277 0.182
0.000 -0.051 -0.024
0.536 -0.358 0.575
0.339 -0.023 0.424
0.075 -0.432 0.325
0.798 0.582 1.410
0.013 0.033 0.033
0.030 0.079 -0.074
-0.023 -0.025 0.005
-0.018 0.010 0.033
-0.002 0.059 0.007
-0.024 -0.043 -0.021
-0.017 0.028 -0.016
0.000 -0.036 -0.026
0.031 0.001 0.011
-0.010 -0.007 -0.008
-0.043 -0.005 -0.027
0.028 0.026 0.017
-0.010 -0.002 0.043
-0.037 -0.039 0.036
0.003 0.012 0.001
0.059 -0.007 -0.025
-0.011 -0.001 0.001
-0.068 -0.005 0.016
0.112 -0.025 -0.094
-0.149 0.051 0.212
-0.100 -0.106 -0.201
0.241 0.167 -0.021
-0.189 -0.258 0.070
-0.193 0.309 -0.080
-0.031 -0.021 0.049
0.056 -0.044 -0.084
0.045 -0.022 -0.060
-0.148 0.005 0.265
0.080 -0.007 -0.036
-0.091 0.033 0.004
0.044 0.027 0.004
-0.012 -0.054 0.026
0.070 0.035 -0.112
-0.023 -0.002 0.051
-0.014 0.008 0.037
-0.027 -0.001 0.026
0.066 0.017 -0.032
0.018 -0.026 -0.106
-0.020 -0.037 0.025
-0.077 0.051 0.100
0.009 -0.030 0.022
-0.014 0.078 -0.002
0.008 0.004 -0.007
0.004 -0.004 0.003
-0.003 -0.022 -0.040
-0.002 -0.009 -0.021
0.001 0.032 0.036
0.073 0.167 0.081
0.094 1.111 -1.327
0.023 0.040 -0.017
-0.121 0.081 -0.085

# 3
The following is a DFT calculation (ωB97M-V/def2-TZVPD) of the molecule C24H28N2O2.

Values from the calculation:
LUMO level = 0.681 eV
HOMO-LUMO gap = 8.26 eV
SMILES = Cc1ccc(N2CCN(C[C@H](O)COc3cccc4ccccc34)CC2)cc1
HOMO level = -0.2785 Eh

Last column: Mulliken charge in e.
Element x y z (Å)
C -6.643 -1.157 0.128  -1.46
C -5.282 -0.538 0.020  0.91
C -5.133 0.823 -0.219  -0.89
C -3.885 1.396 -0.341  -0.38
C -2.724 0.627 -0.219  0.20
N -1.478 1.233 -0.399  0.12
C -1.173 2.404 0.403  -0.37
C -0.026 3.187 -0.245  -1.33
N 1.175 2.388 -0.405  0.05
C 1.904 2.125 0.829  -0.54
C 3.435 2.202 0.575  0.09
O 3.750 2.118 -0.791  -0.62
C 4.199 1.099 1.341  -1.02
O 3.510 -0.124 1.445  -0.49
C 3.308 -0.904 0.338  0.25
C 4.049 -0.851 -0.815  -0.54
C 3.746 -1.699 -1.890  -0.82
C 2.704 -2.579 -1.825  -1.04
C 1.918 -2.661 -0.657  1.14
C 0.817 -3.538 -0.557  -0.80
C 0.061 -3.592 0.581  -0.56
C 0.379 -2.779 1.679  -0.64
C 1.442 -1.921 1.616  -0.41
C 2.230 -1.832 0.450  0.88
C 0.836 1.185 -1.156  -0.92
C -0.315 0.381 -0.541  -0.90
C -2.874 -0.740 0.018  0.11
C -4.131 -1.304 0.131  -1.13
H -6.608 -2.070 0.719  0.36
H -7.020 -1.412 -0.864  0.28
H -7.347 -0.467 0.586  0.37
H -6.012 1.445 -0.320  0.36
H -3.808 2.452 -0.551  0.44
H -2.054 3.040 0.480  0.54
H -0.877 2.106 1.425  0.17
H 0.207 4.074 0.348  0.53
H -0.337 3.508 -1.244  0.42
H 1.661 1.142 1.245  0.03
H 1.639 2.875 1.575  0.62
H 3.813 3.168 0.954  0.36
H 3.012 2.527 -1.269  0.40
H 4.335 1.414 2.379  0.43
H 5.183 0.976 0.878  0.39
H 4.851 -0.141 -0.927  0.34
H 4.350 -1.634 -2.783  0.41
H 2.464 -3.217 -2.663  0.40
H 0.581 -4.167 -1.403  0.41
H -0.785 -4.261 0.643  0.45
H -0.224 -2.835 2.574  0.41
H 1.699 -1.297 2.459  0.47
H 1.718 0.548 -1.237  -0.04
H 0.542 1.505 -2.160  0.43
H -0.554 -0.443 -1.215  0.83
H -0.001 -0.045 0.426  0.58
H -2.009 -1.375 0.133  0.35
H -4.214 -2.365 0.320  0.35

Atomic forces in eV per Å
0.021 0.006 -0.107
0.021 -0.102 0.055
0.056 -0.050 0.065
0.035 0.036 0.057
-0.282 -0.154 -0.023
0.234 0.136 -0.192
0.132 0.255 -0.066
-0.258 0.065 0.158
0.081 0.182 -0.007
0.176 -0.106 -0.058
0.176 -0.063 0.457
0.217 -0.103 -0.252
0.024 0.716 -0.217
-0.170 -0.576 -0.133
0.109 -0.064 -0.189
0.084 0.207 0.504
-0.209 -0.246 -0.101
0.151 0.062 -0.202
0.138 0.229 0.220
-0.179 -0.088 0.083
-0.024 -0.126 -0.243
0.138 0.189 0.172
-0.083 -0.030 0.222
0.040 -0.001 -0.112
-0.152 -0.374 -0.019
0.228 0.084 -0.107
0.253 0.129 0.014
-0.218 0.092 -0.013
-0.065 -0.058 0.040
-0.106 -0.051 -0.011
-0.090 -0.014 0.041
-0.087 0.067 -0.009
0.030 0.085 -0.052
0.051 -0.015 0.040
-0.069 0.034 0.002
-0.014 -0.004 -0.026
-0.075 0.049 0.068
-0.063 0.109 0.022
-0.045 -0.043 -0.006
-0.058 -0.174 0.039
-0.136 0.056 0.102
0.043 -0.010 -0.122
-0.021 -0.009 0.087
0.014 0.084 0.034
0.026 -0.010 -0.086
-0.011 -0.060 -0.093
-0.031 -0.059 -0.075
-0.052 -0.071 -0.032
-0.014 0.019 0.081
-0.025 0.037 0.059
-0.006 0.031 -0.051
0.002 -0.094 -0.013
0.037 -0.037 0.059
-0.075 -0.037 -0.091
0.120 -0.023 0.000
-0.017 -0.109 0.027

# 4
The following is a DFT calculation (ωB97M-V/def2-TZVPD) of a cluster of 4 separate species, C24H28N4O2 in total in a non-equilibrium geometry.

Values from the calculation:
LUMO level = -0.159 eV
HOMO-LUMO gap = 8.14 eV
SMILES = O=C(C[C@@H]1CCNC1=O)c1ccccc1.c1cc[nH]c1.c1cc[nH]c1.c1cc[nH]c1
HOMO level = -0.3050 Eh

Last column: Mulliken charge in e.
Element x y z (Å)
O 3.058 -1.046 2.165  -0.59
C 3.069 -0.979 0.952  0.47
C 4.223 -0.137 0.281  -0.95
C 4.651 0.999 1.287  0.40
C 3.581 2.163 1.526  -0.65
C 4.232 3.566 1.136  -0.48
N 5.703 3.297 1.281  -0.49
C 5.897 1.890 0.908  0.07
O 6.959 1.609 0.417  -0.51
C 1.940 -1.673 0.149  0.39
C 2.030 -2.070 -1.248  -0.36
C 0.857 -2.679 -1.889  -0.54
C -0.388 -2.917 -1.177  -0.14
C -0.462 -2.562 0.238  -0.73
C 0.698 -1.934 0.895  -0.46
H 3.790 0.403 -0.609  0.38
H 5.094 -0.788 -0.007  0.39
H 4.982 0.560 2.270  0.32
H 2.742 1.990 0.802  0.30
H 3.230 2.247 2.582  0.26
H 3.947 4.444 1.774  0.33
H 4.128 3.787 0.037  0.25
H 5.820 3.422 2.296  0.30
H 2.961 -1.907 -1.830  0.39
H 0.916 -2.976 -2.966  0.34
H -1.284 -3.363 -1.674  0.40
H -1.370 -2.748 0.857  0.55
H 0.644 -1.632 1.969  0.43
C -1.261 -2.462 5.024  -0.28
C -2.642 -2.177 5.185  -0.42
C -3.341 -3.210 4.617  -0.53
N -2.436 -4.107 4.116  0.02
C -1.165 -3.661 4.364  -0.63
H -0.431 -1.858 5.356  0.44
H -3.073 -1.312 5.663  0.39
H -4.401 -3.384 4.526  0.39
H -2.669 -4.960 3.640  0.20
H -0.307 -4.233 4.049  0.42
C -4.870 -0.565 -2.396  -0.53
C -3.891 -1.476 -1.918  -0.17
C -3.025 -0.767 -1.125  -0.32
N -3.441 0.537 -1.109  0.01
C -4.569 0.667 -1.877  -0.66
H -5.702 -0.789 -3.045  0.42
H -3.829 -2.532 -2.132  0.41
H -2.151 -1.076 -0.574  0.22
H -2.990 1.285 -0.610  0.20
H -5.055 1.623 -1.988  0.39
C -1.540 4.423 -4.076  -0.52
C -2.202 3.949 -5.237  -0.47
C -2.624 2.670 -4.973  -0.43
N -2.238 2.353 -3.699  0.11
C -1.582 3.418 -3.144  -0.37
H -1.086 5.392 -3.939  0.39
H -2.353 4.484 -6.161  0.38
H -3.162 1.960 -5.580  0.37
H -2.411 1.473 -3.242  0.17
H -1.200 3.368 -2.136  0.35

Atomic forces in eV per Å
-0.223 -0.064 -0.677
0.261 -0.094 0.023
-0.693 0.943 0.071
0.638 1.296 0.347
-0.645 0.199 -0.729
1.024 -1.218 -0.718
-1.430 -0.017 0.848
0.861 0.758 0.091
-0.920 -0.971 0.199
-1.432 -0.613 -0.470
-2.087 -0.241 1.002
0.047 0.326 1.188
1.663 0.800 1.367
2.311 0.612 -0.471
-0.234 -0.633 -1.982
0.602 -0.843 0.514
-0.879 0.646 0.203
-0.537 0.250 -0.924
0.246 0.032 1.039
0.089 -0.491 -0.915
0.034 -0.973 -0.733
-0.506 -0.003 1.150
0.814 -0.347 -0.468
-0.824 -0.130 0.482
0.011 0.352 1.146
1.066 0.451 0.382
0.810 0.155 -0.713
0.067 -0.369 -1.130
0.140 -0.056 -0.050
-0.139 -0.001 -0.011
-0.074 -0.015 -0.049
0.021 0.050 0.041
0.041 -0.023 -0.082
-0.034 -0.048 -0.012
0.016 -0.055 -0.020
0.054 0.037 0.016
0.025 0.070 0.070
-0.022 0.058 0.031
-0.049 0.106 -0.029
0.141 -0.010 0.078
0.077 0.010 0.052
-0.039 -0.040 -0.072
-0.087 0.115 -0.019
0.037 0.023 0.043
-0.015 0.053 0.012
-0.149 0.109 -0.114
-0.090 -0.081 0.022
0.016 -0.060 -0.026
0.050 0.048 0.144
-0.079 -0.075 -0.096
0.010 -0.066 -0.001
0.015 0.056 -0.043
0.012 -0.077 0.038
-0.027 -0.051 0.000
0.003 -0.032 0.050
0.033 0.049 0.020
-0.049 0.060 -0.053
0.021 0.030 -0.062